[1]
C13H5Cl2F4O4S | ωB97M-V/def2-TZVPD

The geometry in XYZ format:
```
29
C13H5Cl2F4O4S (ωB97M-V/def2-TZVPD)
F -2.33 -1.16 3.69
C -1.18 -1.84 3.85
C -1.19 -3.16 4.13
F -2.35 -3.83 4.27
C 0.04 -3.95 4.21
O 0.04 -5.19 4.24
C 1.28 -3.17 4.12
F 2.44 -3.85 4.26
C 1.28 -1.85 3.85
F 2.44 -1.18 3.68
C 0.05 -1.07 3.82
O 0.05 0.18 3.95
Cl -0.58 3.89 -6.48
C -0.37 3.00 -5.04
C -1.48 2.55 -4.33
C -1.31 1.78 -3.17
C -0.02 1.46 -2.76
S 0.24 0.28 -1.39
C 0.29 1.27 0.02
Cl 0.10 0.65 1.53
O -0.92 -0.59 -1.33
O 1.53 -0.30 -1.67
C 1.10 1.98 -3.41
C 0.92 2.74 -4.57
H -2.48 2.78 -4.67
H -2.16 1.42 -2.61
H 0.69 2.27 -0.06
H 2.10 1.77 -3.05
H 1.78 3.13 -5.10
```

- HOMO level: -2.99 eV
- Total energy: -2517.29407 Eh
- Charge: -1
- Energy above the lowest of the compared OMol25 structures with the same formula, charge and spin: 15.5 kcal per mole
- Molar mass: 404.14 Da
- LUMO level: 0.19 eV

These are the natural (NBO) partial charges, in e, on atoms 1 to 8: F -0.2771; C 0.3071; C 0.2550; F -0.2891; C 0.3749; O -0.4993; C 0.2866; F -0.2992

---

[2]
C13H5Cl6O5S2 | ωB97M-V/def2-TZVPD

The geometry in XYZ format:
```
31
C13H5Cl6O5S2 (ωB97M-V/def2-TZVPD)
Cl 2.34 0.13 3.65
C 5.94 -0.30 6.09
Cl 6.19 -1.49 4.88
C 6.34 1.07 5.71
O 6.57 1.38 4.54
C 6.18 2.07 6.76
Cl 6.70 3.64 6.40
C 5.45 1.78 7.91
Cl 5.16 3.02 9.06
C 4.71 0.57 8.00
Cl 3.44 0.44 9.14
C 4.95 -0.46 7.06
Cl 3.92 -1.83 7.02
C -3.21 0.63 2.69
C -2.04 1.36 2.47
C -0.88 0.67 2.19
C -0.84 -0.71 2.21
C -1.98 -1.46 2.51
C -3.18 -0.77 2.70
S 0.75 -1.54 1.95
O 0.98 -2.40 3.08
O 0.83 -2.03 0.59
C 1.71 0.05 2.08
S 0.66 1.56 1.84
O 0.69 1.93 0.45
O 0.84 2.53 2.88
H -4.13 1.17 2.90
H -2.00 2.45 2.54
H -1.89 -2.54 2.61
H -4.08 -1.34 2.91
H 2.44 0.06 1.27
```

- HOMO level: -3.67 eV
- Total energy: -4432.12021 Eh
- Charge: -1
- Molar mass: 518.03 Da
- LUMO level: 1.73 eV

These are the natural (NBO) partial charges, in e, on atoms 1 to 8: Cl 0.1269; C -0.2114; Cl -0.0048; C 0.4081; O -0.6727; C -0.2222; Cl 0.0187; C -0.0513

---

[3]
C13H7AlN4O6S3SbSe | ωB97M-V/def2-TZVPD

The geometry in XYZ format:
```
36
C13H7AlN4O6S3SbSe (ωB97M-V/def2-TZVPD)
Al -2.15 -2.18 0.57
S -6.12 -4.43 2.57
Sb -3.75 -4.21 2.39
S -2.98 -1.84 2.76
S -2.90 -4.29 0.03
O -3.46 1.17 0.02
C -2.63 0.50 -0.51
O -2.58 -0.82 -0.53
C -1.54 1.24 -1.29
C -0.42 0.59 -1.77
C 0.67 1.36 -2.10
C 0.75 2.75 -2.01
C -0.42 3.31 -1.53
C -1.63 2.63 -1.33
N -0.29 4.69 -1.16
O -1.29 5.17 -0.59
O 0.79 5.23 -1.47
N 1.76 0.88 -2.85
O 2.87 1.08 -2.31
O 1.49 -0.10 -3.61
H -0.39 -0.47 -2.04
H 1.60 3.32 -2.38
H -2.52 3.16 -1.08
Se 0.66 -3.69 -0.20
N -0.17 -2.25 0.59
C 0.90 -1.69 1.28
C 0.96 -0.33 1.49
C 2.16 0.16 1.92
C 3.25 -0.71 2.16
C 3.11 -2.08 2.08
C 1.90 -2.69 1.76
N 1.88 -3.86 1.15
H 0.12 0.27 1.18
H 2.21 1.20 2.24
H 4.23 -0.26 2.33
H 3.93 -2.80 2.24
```

- ⟨S²⟩: 0.762
- HOMO level (spin up / spin down): -8.55 / -8.68 eV
- Total energy: -5248.60320 Eh
- Energy above the lowest of the compared OMol25 structures with the same formula, charge and spin: 53.8 kcal per mole
- Molar mass: 639.12 Da
- 2S+1: 2
- LUMO level (spin up / spin down): -3.15 / -3.16 eV

These are the natural (NBO) partial charges, in e, on atoms 1 to 8: Al 1.6199; S -0.3792; Sb 0.9732; S -0.7696; S -0.8165; O -0.5510; C 0.7967; O -0.9186

---

[4]
C13H7AlN4O6S3SbSe | ωB97M-V/def2-TZVPD

The geometry in XYZ format:
```
36
C13H7AlN4O6S3SbSe (ωB97M-V/def2-TZVPD)
Al 11.56 11.50 4.98
S 8.74 13.49 6.92
Sb 11.02 13.79 7.09
S 11.59 11.37 7.33
S 11.81 13.79 4.72
O 14.82 10.78 4.97
C 13.86 10.05 4.70
O 12.64 10.38 4.28
C 13.98 8.56 4.90
C 12.76 7.82 4.93
C 12.86 6.46 5.28
C 14.08 5.79 5.48
C 15.21 6.53 5.29
C 15.22 7.94 5.10
N 16.50 5.85 5.21
O 17.54 6.58 5.18
O 16.50 4.59 5.31
N 11.67 5.78 5.61
O 11.72 4.73 6.26
O 10.62 6.43 5.31
H 11.78 8.23 4.72
H 14.02 4.73 5.68
H 16.13 8.56 5.21
Se 9.11 9.56 4.72
N 9.73 11.23 4.31
C 8.68 12.05 4.14
C 8.71 13.41 3.65
C 7.49 14.10 3.72
C 6.31 13.58 4.26
C 6.18 12.24 4.53
C 7.39 11.44 4.52
N 7.47 10.19 4.98
H 9.66 13.83 3.29
H 7.51 15.13 3.40
H 5.50 14.29 4.47
H 5.26 11.74 4.87
```

- ⟨S²⟩: 0.758
- HOMO level (spin up / spin down): -8.94 / -8.80 eV
- Total energy: -5248.68893 Eh
- Energy above the lowest of the compared OMol25 structures with the same formula, charge and spin: 0.0 kcal per mole
- Molar mass: 639.12 Da
- 2S+1: 2
- LUMO level (spin up / spin down): -2.47 / -3.03 eV

These are the natural (NBO) partial charges, in e, on atoms 1 to 8: Al 1.6505; S -0.3779; Sb 0.9558; S -0.7911; S -0.8262; O -0.5437; C 0.7931; O -0.9493

---

[5]
C13H7BeBrCl3GeNO4S | ωB97M-V/def2-TZVPD

The geometry in XYZ format:
```
32
C13H7BeBrCl3GeNO4S (ωB97M-V/def2-TZVPD)
Be -0.44 0.42 0.37
O 3.19 0.22 0.79
C 2.07 -0.23 0.65
O 0.99 0.46 0.93
C 1.93 -1.68 0.21
C 3.08 -2.50 0.30
C 3.02 -3.85 0.03
C 1.79 -4.39 -0.39
C 0.70 -3.57 -0.59
C 0.76 -2.20 -0.32
S -0.58 -1.26 -0.87
H 3.98 -2.01 0.62
H 3.85 -4.51 0.13
H 1.71 -5.44 -0.71
H -0.24 -4.00 -0.91
Br 1.33 1.82 -2.30
C 0.26 2.86 -1.15
C 0.36 4.25 -1.05
C -0.52 4.90 -0.22
C -1.49 4.17 0.49
C -1.45 2.78 0.36
N -0.57 2.17 -0.43
C -2.33 1.84 1.18
O -3.34 2.26 1.68
O -1.83 0.63 1.21
H 1.10 4.80 -1.61
H -0.50 5.97 -0.17
H -2.20 4.63 1.13
Cl -3.48 -3.64 -1.06
Ge -3.07 -1.83 0.06
Cl -3.40 -2.58 2.09
Cl -4.67 -0.49 -0.44
```

- ⟨S²⟩: 0.755
- HOMO level (spin up / spin down): -3.77 / -5.69 eV
- Total energy: -7300.17695 Eh
- Charge: -1
- Energy above the lowest of the compared OMol25 structures with the same formula, charge and spin: 10.2 kcal per mole
- Molar mass: 541.15 Da
- 2S+1: 2
- LUMO level (spin up / spin down): 2.28 / 1.84 eV

These are the natural (NBO) partial charges, in e, on atoms 1 to 8: Be 1.6212; O -0.6418; C 0.7961; O -0.9798; C -0.1816; C -0.1610; C -0.2495; C -0.1962

---

> Which value of total energy does entry 1 give?

-2517.29407 Eh

---

> What is the total energy in the first record?

-2517.29407 Eh

---

> Number 3 is which compound?

C13H7AlN4O6S3SbSe